{
  "formula": "C17H33BN6Si2Sn",
  "method": "wB97M-V/def2-TZVPD",
  "e_tot_ev": -49355.130,
  "homo_lumo_gap_ha": 0.2558,
  "homo_ev": -15.5,
  "total_charge": 2,
  "multiplicity": 1,
  "e_lumo_ev": -8.5,
  "e_above_lowest_kj_mol": 9.9,
  "elements": ["N", "C", "C", "H", "C", "C", "H", "H", "H", "H", "H", "H", "H", "H", "N", "H", "H", "C", "H", "N", "H", "H", "N", "C", "C", "H", "H", "C", "Si", "N", "H", "H", "H", "H", "C", "H", "H", "H", "H", "C", "C", "H", "N", "H", "H", "Sn", "H", "H", "C", "C", "H", "C", "C", "H", "H", "C", "H", "C", "Si", "B"],
  "xyz": [[-0.276, 1.857, -1.570], [-0.456, -1.966, 3.517], [2.945, -1.841, -2.862], [2.513, -0.461, 3.978], [2.526, -1.273, 3.244], [-0.504, 3.088, -1.071], [-1.422, 0.380, -5.793], [1.023, 3.637, -3.939], [-3.390, -1.243, -2.262], [1.024, 3.229, 1.427], [-0.238, -2.997, 3.839], [-0.495, -1.341, 4.416], [0.560, 3.685, 3.079], [0.230, 0.398, 4.919], [0.369, 2.013, -2.778], [2.753, -2.205, 3.782], [0.080, 2.157, 4.908], [0.222, 3.166, 2.170], [0.546, -3.012, 0.342], [1.443, -0.253, -3.167], [-3.758, -0.823, -4.939], [-2.710, -2.296, 1.240], [-0.906, 0.177, -3.777], [2.446, -0.912, -3.763], [0.477, 0.110, 1.341], [2.308, -2.224, -0.753], [0.865, 1.195, -4.853], [-2.902, -0.567, -4.347], [0.911, -1.471, 2.308], [-1.498, -0.325, -2.640], [-2.427, 1.923, 3.475], [1.587, 1.409, 4.374], [-1.447, -1.969, 3.046], [-1.031, 3.261, -0.141], [-1.742, 0.039, -4.811], [-0.652, 3.711, 1.792], [-3.125, -2.745, -0.462], [1.420, 0.525, 0.941], [-2.551, 1.406, 1.775], [2.197, -1.708, -1.694], [0.550, 3.319, -3.020], [2.182, -3.156, 1.029], [1.243, -0.775, -1.912], [3.742, -2.535, -3.030], [-1.505, -3.159, 0.204], [-0.502, -0.216, -0.701], [0.800, -3.896, 1.863], [3.352, -1.088, 2.543], [0.028, 4.032, -1.956], [1.120, -3.022, 1.276], [-2.018, -1.364, -0.177], [-2.059, 1.196, 2.734], [-2.321, -2.418, 0.216], [0.031, 5.099, -1.838], [2.708, -0.673, -4.780], [0.495, 1.298, 4.355], [-2.353, 0.193, 3.069], [-2.719, -0.785, -2.981], [-0.200, 1.388, 2.587], [0.512, 0.827, -3.770]]
}

---

{
  "formula": "C17H33BrGeN2O5SbSe4Ti",
  "method": "wB97M-V/def2-TZVPD",
  "e_tot_ev": -448981.059,
  "homo_lumo_gap_ha": [0.1582, 0.2265],
  "homo_ev": [-0.5, -2.3],
  "total_charge": -2,
  "s2": 0.7725,
  "multiplicity": 2,
  "e_lumo_ev": [3.8, 3.8],
  "e_above_lowest_kj_mol": 215.2,
  "elements": ["C", "H", "H", "H", "H", "H", "H", "H", "C", "H", "Se", "H", "H", "O", "O", "H", "H", "C", "Ge", "H", "H", "N", "H", "H", "H", "H", "O", "H", "C", "C", "C", "Se", "Sb", "C", "C", "C", "N", "C", "H", "C", "Ti", "H", "H", "H", "Se", "H", "H", "O", "C", "H", "H", "C", "C", "H", "Br", "C", "H", "C", "Se", "H", "C", "O", "H", "H", "H"],
  "xyz": [[-0.554, -3.474, -3.501], [5.363, 1.374, -1.213], [-3.097, -1.749, -2.187], [0.467, 0.976, -4.261], [1.146, -2.180, 3.402], [1.672, -2.895, 1.882], [-2.760, -3.971, -0.532], [-1.520, -5.132, -1.020], [-0.281, 2.232, -2.668], [0.126, -4.328, -3.503], [4.291, 2.433, 3.886], [-2.225, 0.923, 3.717], [-1.130, 3.750, -1.358], [-0.029, 1.629, -0.356], [-0.293, 1.342, 3.114], [-1.920, 2.612, 3.281], [1.596, -1.971, -1.596], [-1.682, -4.141, -0.590], [-0.794, -2.748, -1.686], [-1.273, -4.136, 0.422], [-1.812, -0.701, -2.821], [4.351, 1.384, -1.235], [-0.100, 1.075, 5.166], [-1.557, 2.065, 0.940], [0.102, 2.753, 4.581], [-0.132, -2.698, -4.142], [-1.618, 0.063, 1.091], [-1.513, -3.788, -3.919], [-1.250, 3.881, -4.769], [-1.292, -1.739, 2.614], [-2.264, -1.051, 1.699], [2.306, -0.009, 1.413], [4.324, 0.057, 3.560], [-0.550, 2.690, -5.041], [-1.431, 4.212, -3.424], [-0.076, 1.884, -4.038], [3.944, 2.578, -0.535], [-2.055, 1.343, 1.578], [4.080, 2.457, 0.468], [-1.663, 1.573, 3.024], [0.500, -0.285, 0.104], [-1.739, -2.656, 3.021], [1.364, 1.535, 4.263], [4.046, 0.560, -0.719], [3.143, -1.272, 5.194], [-2.237, -0.628, -1.124], [-2.551, -1.731, 0.893], [0.715, 0.225, -1.822], [0.292, 1.697, 4.351], [0.409, -3.725, 2.848], [-3.141, 1.412, 1.446], [0.153, 1.394, -1.630], [-0.976, 3.449, -2.384], [-3.164, -0.727, 2.226], [-2.379, 5.832, -3.024], [0.841, -2.161, -0.832], [1.198, -2.935, -0.154], [-2.120, -1.308, -1.968], [6.159, -0.930, 2.384], [-1.622, 4.518, -5.557], [0.818, -2.757, 2.536], [-0.185, -2.047, 1.804], [2.941, 2.648, -0.665], [-0.379, 2.408, -6.075], [-0.980, -1.091, 3.440]]
}

---

{
  "formula": "C17H33ClN3O6",
  "method": "wB97M-V/def2-TZVPD",
  "e_tot_ev": -47434.998,
  "homo_lumo_gap_ha": 0.3599,
  "homo_ev": -12.6,
  "total_charge": 1,
  "multiplicity": 1,
  "e_lumo_ev": -2.8,
  "e_above_lowest_kj_mol": 0.0,
  "elements": ["H", "H", "H", "H", "H", "C", "H", "C", "C", "H", "H", "H", "H", "O", "C", "C", "H", "O", "H", "O", "H", "C", "C", "C", "H", "H", "H", "H", "C", "C", "H", "N", "N", "H", "H", "H", "H", "H", "C", "H", "H", "Cl", "H", "O", "H", "C", "C", "H", "H", "C", "N", "C", "C", "H", "C", "H", "H", "H", "O", "O"],
  "xyz": [[-4.888, -0.433, -1.155], [0.893, 2.935, -2.748], [2.378, -2.295, 3.372], [0.925, 1.519, 5.001], [-2.301, -1.409, -3.461], [-1.460, -2.108, -3.426], [1.966, 3.067, 2.847], [2.278, 0.828, -3.008], [-2.144, -1.081, 0.006], [-5.467, 1.796, 0.361], [0.596, -1.583, -0.998], [-0.950, -1.853, 1.626], [0.302, 2.514, 3.046], [1.861, 0.019, 4.041], [3.217, -0.395, 3.882], [-0.123, 0.043, -2.995], [0.677, -1.942, -3.111], [3.315, -0.056, -2.960], [4.140, -2.298, 3.412], [2.747, 2.064, -2.528], [-1.500, -2.656, -2.480], [0.924, 0.901, -0.980], [1.719, 1.398, 4.262], [1.705, 2.845, -2.020], [-0.991, 0.206, -2.355], [-0.439, 1.692, 1.144], [-0.976, -2.866, 0.206], [-0.189, 0.759, -3.818], [-0.918, -1.826, 0.534], [-0.131, -1.382, -3.584], [3.660, -0.504, 4.879], [1.181, 2.214, -0.813], [1.099, 0.350, -2.219], [-1.599, -2.833, -4.225], [1.230, -1.678, 0.638], [3.779, 0.383, 3.351], [-2.021, -0.858, -1.059], [-0.155, 0.149, 2.009], [-3.389, -1.953, 0.114], [2.632, 1.815, 4.702], [-4.294, 1.028, 1.425], [0.344, -1.287, -5.314], [-3.827, 1.508, -0.219], [-3.383, -3.094, -0.219], [1.923, 0.895, -4.042], [-4.634, 1.093, 0.388], [-5.088, -0.280, -0.089], [1.671, 2.401, 0.061], [3.954, 0.236, -2.294], [0.277, 0.878, 1.322], [0.514, 0.192, 0.056], [0.416, -1.285, 0.031], [3.267, -1.708, 3.132], [3.310, -1.543, 2.055], [1.343, 2.182, 2.975], [-6.158, -0.418, 0.051], [2.083, 3.833, -1.775], [-2.306, -0.136, 0.530], [1.496, 1.393, 1.788], [-4.491, -1.375, 0.647]]
}

---

Question: What is the formula in the second record?
Answer: C17H33BrGeN2O5SbSe4Ti

---

Question: What is the multiplicity in the first record?
Answer: 1